(1)
Computed, not measured: a structure of composition C14H14InN5O2S in a non-equilibrium geometry, with ωB97M-V/def2-TZVPD.

The charge is +2. Its orbital gap (alpha / beta) is 0.282 / 0.282 Ha. The value obtained for the energy is -1553.8490 Eh.

```
37
Properties=species:S:1:pos:R:3:forces:R:3:lowdin_charge:R:1
In 0.0867 0.8250 -0.5140 0.5 1.1 0.0 1.257
C 3.4202 1.4464 1.8730 0.2 -0.2 -0.1 0.035
C 2.4691 1.6145 0.7451 0.1 0.3 -0.3 -0.257
N 2.2517 0.6943 -0.1665 -0.1 0.2 0.8 -0.070
O 2.8368 -0.5244 0.1568 -0.1 -0.3 -0.2 -0.013
C 1.7633 2.8872 0.5916 0.1 -0.1 0.1 -0.272
C 2.4318 4.1920 0.8752 0.0 -0.1 0.2 0.021
N 0.5025 2.8293 0.2242 -0.4 -0.3 -0.8 -0.235
O -0.2326 3.8051 -0.0321 0.2 -0.5 0.2 -0.051
H 3.6259 0.3971 2.0626 0.0 0.1 0.0 0.094
H 3.0221 1.9259 2.7653 0.0 0.1 0.0 0.112
H 4.3691 1.9320 1.6269 0.0 0.0 0.0 0.127
H 2.9673 -0.9742 -0.6888 0.1 0.0 0.0 0.127
H 3.3747 4.2651 0.3316 0.0 0.0 0.0 0.106
H 2.6495 4.2898 1.9408 0.0 0.1 0.0 0.104
H 1.7781 5.0049 0.5725 0.0 0.0 0.0 0.093
N -2.5488 -2.2302 -1.1693 -0.1 -0.1 0.1 0.232
C -2.3834 -2.6087 0.1679 0.0 -0.1 -0.1 -0.145
C -2.9961 -3.5950 0.9312 0.0 0.0 0.0 0.025
C -2.5645 -3.7057 2.2360 0.0 0.0 0.0 -0.028
C -1.5558 -2.8760 2.7587 0.0 0.0 0.0 -0.030
C -0.9472 -1.9053 1.9923 0.0 0.1 0.0 0.005
C -1.3828 -1.7868 0.6776 0.1 0.0 -0.2 -0.188
N -0.9590 -0.9466 -0.3654 -0.6 -0.4 0.3 0.043
C -1.7013 -1.2434 -1.4362 0.1 0.0 0.0 -0.234
C -1.5166 -0.4969 -2.6762 -0.1 -0.1 0.0 -0.286
C -2.0380 -0.6634 -3.9177 0.1 0.1 0.0 -0.257
S -1.4526 0.5563 -4.9604 0.0 0.0 0.0 1.202
C -0.5449 1.2244 -3.7059 0.0 0.0 0.0 -0.365
N -0.6574 0.5786 -2.5674 0.0 0.2 -0.1 -0.072
H -3.2233 -2.6207 -1.8106 0.0 0.0 0.0 0.195
H -3.7596 -4.2453 0.5271 0.0 0.0 0.0 0.131
H -3.0096 -4.4542 2.8764 0.0 0.0 0.0 0.126
H -1.2511 -3.0096 3.7873 0.0 0.0 0.0 0.125
H -0.1770 -1.2635 2.4021 0.0 0.0 0.0 0.120
H -2.7154 -1.4229 -4.2751 0.0 0.0 0.0 0.106
H 0.0684 2.1049 -3.8367 0.0 0.0 0.0 0.117
```
Forces are in eV/Å.


(2)
Computed, not measured: a structure of composition C24H26N3O4Pr in a non-equilibrium geometry, with ωB97M-V/def2-TZVPD.

The charge is +2. Its orbital gap (alpha / beta) is 0.248 / 0.252 Ha. The value obtained for the energy is -1911.8357 Eh. The spin multiplicity is 3.

```
58
Properties=species:S:1:pos:R:3:forces:R:3:nbo_charge:R:1
Pr 1.0207 0.8648 -0.0426 -2.6 -1.9 -0.2 1.948
C 4.1269 1.3932 -1.2302 0.3 0.2 -0.4 -0.096
C 3.1734 1.3979 -2.4327 -0.1 0.4 -0.3 -0.088
O 1.8083 1.8115 -2.0970 0.6 0.8 0.1 -0.603
C 1.3932 3.1785 -2.4090 0.0 -0.2 0.5 -0.084
C 1.3186 4.1224 -1.1753 -0.2 -0.9 0.1 -0.083
O 0.8812 3.3992 0.0363 0.6 0.2 -0.8 -0.594
C 1.1970 4.0832 1.2789 0.1 -0.1 -0.5 -0.086
C 1.2922 3.0433 2.4115 0.1 0.2 0.3 -0.085
O 1.7847 1.7236 1.9997 0.7 0.8 0.2 -0.607
C 3.1516 1.3230 2.3651 -0.2 -0.8 0.0 -0.086
C 4.1143 1.3386 1.1722 0.3 -0.5 0.0 -0.094
O 3.4934 0.8151 -0.0528 0.5 1.1 0.2 -0.592
H 4.4760 2.3982 -0.9787 -0.3 0.1 0.0 0.200
H 5.0443 0.8420 -1.4974 -0.4 -0.1 0.1 0.243
H 3.0284 0.4002 -2.8246 0.2 -0.3 -0.2 0.233
H 3.5494 2.0638 -3.2518 -0.1 -0.7 0.8 0.244
H 0.4195 3.0715 -2.8935 0.1 0.1 0.1 0.237
H 2.1100 3.5906 -3.1216 -0.2 0.1 0.0 0.232
H 0.6058 4.8941 -1.4339 -0.3 0.3 0.1 0.234
H 2.2633 4.6028 -0.9511 0.3 -0.1 0.0 0.200
H 0.3757 4.7807 1.4920 0.3 -0.1 0.1 0.236
H 2.1235 4.6673 1.1481 -0.2 -0.3 0.0 0.202
H 0.2854 2.8976 2.8191 0.4 -0.2 0.1 0.238
H 1.9855 3.4231 3.1815 -0.6 -0.1 -0.1 0.234
H 3.0606 0.2951 2.7753 0.0 0.7 -0.1 0.240
H 3.5437 2.0163 3.1238 -0.2 -0.4 -0.1 0.240
H 5.0022 0.6988 1.3685 -0.5 0.5 0.2 0.247
H 4.4553 2.3643 1.0238 0.0 0.0 -0.4 0.201
N -6.9107 -6.6131 -0.0616 1.0 1.0 -0.1 -0.237
C -6.0624 -5.8225 -0.0739 -0.8 -0.7 0.4 0.243
C -5.0062 -4.8366 -0.0045 0.4 -0.2 -1.1 -0.131
C -4.0554 -4.8002 -1.0586 -0.4 -0.1 0.5 -0.171
C -3.0290 -3.8769 -1.0111 0.1 0.4 0.6 -0.147
C -2.9463 -2.9559 0.0495 -0.3 -0.4 -0.1 -0.109
C -3.9289 -2.9867 1.0635 1.0 0.7 -0.2 -0.196
C -4.9336 -3.9374 1.0562 -0.1 -0.3 0.2 -0.153
C -1.8320 -1.9462 0.0480 -1.2 0.8 0.0 0.271
C -2.3005 -0.5805 0.0081 0.6 0.1 -0.1 -0.006
C -3.6386 -0.0783 -0.0955 0.4 1.0 0.4 -0.145
C -3.5784 1.3320 -0.1327 0.9 -0.9 -0.1 -0.306
C -2.2108 1.6344 -0.1200 -0.2 -0.2 0.3 0.018
N -1.4299 0.5391 -0.0162 0.6 -0.3 -0.1 -0.678
C -0.4991 -2.4114 0.0532 0.6 0.0 -0.2 -0.011
C -0.0355 -3.7734 0.0843 0.3 0.7 0.7 -0.138
C 1.3655 -3.7227 0.1575 -1.2 0.6 -0.3 -0.301
C 1.7327 -2.3686 0.0998 -1.2 -0.4 -0.3 0.023
N 0.6306 -1.5560 0.0336 0.6 0.0 0.0 -0.679
H -4.1075 -5.5170 -1.8792 -0.1 0.2 0.3 0.248
H -2.2683 -3.8142 -1.7760 -0.1 -0.2 -0.2 0.219
H -3.8357 -2.2299 1.8505 -0.2 -0.5 -0.1 0.231
H -5.6294 -4.0512 1.8925 0.2 0.3 -0.4 0.251
H -4.5659 -0.6171 -0.0756 0.0 -0.4 -0.1 0.248
H -4.3427 2.0926 -0.1498 -0.3 -0.4 -0.1 0.249
H -1.7859 2.6355 -0.1329 0.1 -0.1 0.0 0.194
H -0.6656 -4.6670 0.1594 0.4 0.5 -0.1 0.255
H 2.0280 -4.5482 0.2362 0.4 -0.5 0.0 0.246
H 2.7574 -2.0230 -0.0083 -0.2 0.3 0.3 0.205
```
Forces are in eV/Å.


(3)
Computed, not measured: an isolated molecule of C16H19NO5 in a non-equilibrium geometry, with ωB97M-V/def2-TZVPD.

The SMILES is Cc1c(C(=O)OC(C)(C)C)c[nH]c1C(=O)OCc1ccco1. Its orbital gap is 0.349 Ha. The value obtained for the energy is -1052.0354 Eh.

```
41
Properties=species:S:1:pos:R:3:forces:R:3:nbo_charge:R:1
C 0.4686 -0.0820 1.6086 0.1 0.5 -0.6 -0.645
C -0.2602 0.6689 0.4980 -0.3 -1.4 -0.1 0.054
C -1.2711 0.0305 -0.3754 0.2 2.0 0.4 -0.258
C -1.7266 -1.3629 -0.3470 1.4 -1.9 0.9 0.795
O -1.1647 -2.1345 0.4368 -1.4 0.5 -1.3 -0.618
O -2.6570 -1.7309 -1.2785 0.5 0.5 0.4 -0.540
C -3.0391 -3.1235 -1.5715 0.2 -1.0 -0.1 0.278
C -1.8502 -3.9647 -2.0817 -0.3 -0.1 1.1 -0.642
C -4.0225 -3.0084 -2.7363 -1.3 0.5 0.7 -0.621
C -3.6729 -3.8279 -0.3450 1.1 -0.3 -0.3 -0.642
C -1.7424 1.0380 -1.1984 1.2 0.3 0.4 0.040
N -1.0070 2.1845 -0.9448 -1.6 0.9 -1.2 -0.492
C -0.1410 1.9954 0.1128 0.4 -1.2 0.8 -0.036
C 0.6854 3.1167 0.6644 -1.6 1.9 -2.6 0.781
O 0.4733 4.2507 0.1805 1.0 -2.3 1.6 -0.622
O 1.6078 2.7904 1.5787 0.2 0.2 -0.1 -0.482
C 2.5416 3.8055 1.9610 0.9 1.3 0.7 -0.114
C 3.9680 3.3422 1.7968 0.2 -2.2 -0.5 0.249
C 4.3760 2.1853 1.1970 0.4 -0.5 -0.2 -0.307
C 5.8192 2.0858 1.3786 -0.7 0.3 0.2 -0.307
C 6.1547 3.1904 2.1004 -0.6 -1.2 -0.8 0.076
O 5.0415 3.9683 2.3641 0.3 0.0 0.0 -0.410
H 1.2318 -0.7762 1.1701 -0.7 0.5 0.4 0.230
H -0.2757 -0.6751 2.1565 0.5 0.1 -0.1 0.242
H 0.9647 0.6487 2.2631 -0.1 -0.5 -0.1 0.226
H -1.3323 -3.4721 -2.8668 0.4 0.5 -0.9 0.213
H -1.1481 -4.1510 -1.2858 0.3 0.1 0.4 0.230
H -2.1687 -4.9586 -2.4066 -0.3 0.3 -0.1 0.215
H -3.6288 -2.4585 -3.5819 0.4 0.0 -0.1 0.219
H -4.9465 -2.4651 -2.4244 0.6 -0.3 -0.1 0.211
H -4.3484 -4.0010 -3.0701 0.2 0.2 0.1 0.216
H -2.9450 -3.8552 0.4977 -0.6 0.0 -0.6 0.245
H -4.5630 -3.3096 -0.0458 -0.5 0.2 0.2 0.212
H -3.9182 -4.8755 -0.6350 0.1 0.7 0.2 0.213
H -2.5441 0.9104 -1.9164 0.3 0.6 -0.1 0.232
H -1.1511 3.1065 -1.4197 0.3 -1.4 0.9 0.442
H 2.4136 4.6901 1.3596 -0.4 0.3 -0.4 0.230
H 2.3821 4.1559 2.9988 -0.2 -0.6 -0.3 0.207
H 3.7627 1.4091 0.7149 0.2 0.8 0.3 0.235
H 6.4844 1.2636 1.0471 -0.6 0.9 0.3 0.235
H 7.1489 3.3961 2.4458 -0.2 0.9 0.4 0.210
```
Forces are in eV/Å.


- The highest energy belongs to which entry?
  C16H19NO5


- What is the formula in the first record?
  C14H14InN5O2S


- Which of these has the highest energy?
  C16H19NO5


- Which formula does entry 1 have?
  C14H14InN5O2S